This record from the Open Molecules 2025 dataset describes one molecule with the formula C4H9NO at a distorted geometry. The level of theory is wB97M-V/def2-TZVPD.

Last column: Löwdin charge in e.
Atoms and positions in Å:
O 1.48702 -0.81710 0.61914  0.054
N -0.74045 -1.55928 0.74920  0.132
C -0.30391 0.64875 -0.04952  -0.362
C 0.73802 1.76160 -0.15218  -0.088
C -1.11666 0.43254 -1.41475  -0.058
C 0.28038 -0.67937 0.46614  -0.520
H -0.97284 -0.68048 -1.75566  0.102
H -0.44687 -2.48161 1.12626  0.124
H -0.64288 1.06289 -2.14014  0.046
H -1.05435 1.01541 0.55248  0.088
H 1.22296 1.81563 0.84047  0.080
H -2.22104 0.54159 -1.39395  0.071
H -1.71907 -1.22397 0.84268  0.124
H 1.41317 1.65380 -1.04337  0.091
H 0.12093 2.76732 -0.32440  0.117

Computed properties:
**E**: -287.79767 a.u.
**SMILES string**: CC(C)C(N)=O
**Kohn-Sham gap**: 0.389 Eh
**Relative energy (zero: lowest compared OMol25 entry of this formula, charge and spin)**: 91.3 kJ/mol